Molecular formula: C12H42O9
Method: DFT, ωB97M-V/def2-TZVPD

The geometry in XYZ format:
```
63
Properties=species:S:1:pos:R:3:lowdin_charge:R:1
C 5.22 -2.00 3.90 -0.10
C 4.13 -1.67 2.93 -0.35
O 3.85 -2.69 2.03 -0.06
H 6.13 -1.47 3.64 0.07
H 5.48 -3.06 3.89 0.08
H 5.03 -1.73 4.94 0.07
H 4.46 -0.84 2.29 0.11
H 3.31 -1.51 3.63 0.11
H 3.51 -2.22 1.27 0.08
C -6.13 -4.93 0.59 -0.10
C -4.78 -4.33 0.74 -0.35
O -4.37 -3.58 -0.37 -0.08
H -6.39 -5.38 1.55 0.08
H -6.30 -5.78 -0.08 0.07
H -6.87 -4.19 0.32 0.08
H -4.04 -5.09 0.99 0.11
H -4.85 -3.57 1.51 0.12
H -4.03 -4.18 -1.04 0.08
C 0.54 -2.31 -3.71 -0.11
C 1.44 -3.46 -3.95 -0.33
O 0.70 -4.47 -4.59 -0.08
H -0.15 -2.04 -4.51 0.08
H 1.16 -1.49 -3.33 0.07
H -0.24 -2.45 -2.96 0.07
H 2.03 -3.85 -3.13 0.12
H 2.21 -3.09 -4.64 0.10
H 0.35 -4.19 -5.44 0.08
C -0.63 0.62 0.44 -0.18
O 0.68 0.15 0.31 -0.12
H -0.93 1.57 -0.01 0.07
H -1.36 -0.17 0.31 0.08
H -0.72 0.82 1.51 0.07
H 1.31 0.73 0.73 0.07
C -6.29 0.67 -2.20 -0.15
O -6.42 -0.37 -1.20 -0.14
H -7.01 1.45 -1.93 0.08
H -5.24 0.95 -2.33 0.07
H -6.60 0.24 -3.15 0.07
H -5.58 -0.83 -1.13 0.06
C 5.24 -0.29 -2.58 -0.19
O 5.43 1.07 -2.66 -0.11
H 4.66 -0.55 -1.70 0.08
H 4.91 -0.76 -3.51 0.07
H 6.28 -0.63 -2.54 0.08
H 5.13 1.37 -1.80 0.06
C 5.79 3.12 1.87 -0.21
O 4.86 2.88 0.91 -0.11
H 6.58 3.75 1.46 0.08
H 5.47 3.63 2.78 0.08
H 6.14 2.13 2.16 0.08
H 4.36 3.69 0.80 0.08
C 0.33 5.32 0.18 -0.14
O 1.63 5.53 0.79 -0.14
H -0.38 4.83 0.85 0.07
H 0.01 6.36 0.11 0.07
H 0.35 4.85 -0.80 0.08
H 1.38 5.81 1.68 0.06
C -5.25 4.58 2.01 -0.16
O -4.92 5.13 3.29 -0.13
H -6.24 4.15 2.13 0.07
H -5.40 5.43 1.35 0.07
H -4.50 3.91 1.59 0.08
H -4.46 4.45 3.79 0.07
```

SMILES: CCO.CCO.CCO.CO.CO.CO.CO.CO.CO
HOMO: -9.9 eV
strongest force on any atom: 2.46 eV/A
gap between HOMO and LUMO: 10.034 eV
LUMO energy: 0.00429 Eh
relative energy (zero: lowest compared OMol25 entry of this formula, charge and spin): 158.47 kcal/mol
electronic energy: -31546.54316 eV

---

Molecular formula: C12H43BKO13
Method: DFT, ωB97M-V/def2-TZVPD

The geometry in XYZ format:
```
70
Properties=species:S:1:pos:R:3:lowdin_charge:R:1
O 0.32 1.68 -2.53 0.38
H 0.44 2.62 -2.40 0.17
H 1.04 1.28 -3.03 0.17
H 0.27 1.19 -1.70 0.14
K -0.61 1.09 4.71 0.91
B 1.04 0.70 1.08 -0.40
H 0.73 1.57 1.65 -0.10
H 1.75 1.03 0.34 -0.09
H 1.41 -0.10 1.70 -0.09
H 0.15 0.38 0.56 -0.09
C 4.89 -1.23 3.01 -0.24
C 4.37 -2.70 3.15 -0.22
O 2.96 -3.01 3.08 -0.07
O 4.61 -0.61 1.79 -0.06
H 5.97 -1.24 3.13 0.12
H 4.47 -0.70 3.87 0.11
H 4.73 -3.09 4.10 0.11
H 4.82 -3.32 2.38 0.11
H 2.61 -2.43 2.41 0.06
H 3.66 -0.49 1.74 0.04
C 1.57 5.92 -0.29 -0.21
C 2.76 5.07 0.02 -0.23
O 2.62 4.57 1.36 -0.07
O 0.51 5.12 -0.90 -0.10
H 1.87 6.59 -1.10 0.11
H 1.22 6.57 0.52 0.13
H 3.69 5.63 0.13 0.13
H 2.86 4.31 -0.75 0.12
H 2.02 3.82 1.33 0.06
H -0.27 5.66 -1.07 0.08
C 4.12 -0.79 -3.02 -0.23
C 5.51 -0.16 -2.78 -0.23
O 5.50 1.12 -2.11 -0.05
O 3.48 0.04 -3.95 -0.10
H 3.52 -0.80 -2.11 0.12
H 4.22 -1.74 -3.55 0.12
H 6.12 -0.23 -3.68 0.12
H 6.08 -0.90 -2.21 0.11
H 5.34 0.91 -1.19 0.08
H 3.70 -0.32 -4.81 0.09
C -0.66 -5.12 -1.05 -0.25
C 0.12 -3.92 -1.44 -0.23
O -0.72 -2.85 -1.97 -0.08
O -1.48 -4.90 0.10 -0.05
H -0.13 -6.06 -0.85 0.13
H -1.33 -5.33 -1.89 0.12
H 0.90 -4.22 -2.14 0.12
H 0.59 -3.54 -0.53 0.12
H -0.55 -2.92 -2.91 0.07
H -2.07 -4.19 -0.17 0.06
C -5.46 -2.38 -1.20 -0.26
C -6.65 -2.84 -0.37 -0.26
O -6.66 -4.21 -0.04 -0.04
O -4.31 -2.32 -0.38 -0.06
H -5.54 -1.42 -1.71 0.12
H -5.43 -3.14 -1.98 0.11
H -7.62 -2.52 -0.77 0.12
H -6.61 -2.25 0.54 0.11
H -6.92 -4.71 -0.82 0.09
H -3.53 -2.28 -0.93 0.07
C -5.57 2.51 1.71 -0.27
C -4.33 3.28 2.11 -0.20
O -3.98 2.94 3.48 -0.09
O -6.75 2.87 2.41 -0.04
H -5.43 1.43 1.59 0.12
H -5.79 2.68 0.65 0.11
H -4.62 4.32 1.95 0.12
H -3.46 3.14 1.48 0.12
H -4.79 2.79 3.99 0.07
H -7.35 2.14 2.25 0.09
```

HOMO: -11.6 eV
strongest force on any atom: 4.65 eV/A
gap between HOMO and LUMO: 8.445 eV
LUMO energy: -0.11501 Eh
total charge: +1
electronic energy: -56745.94839 eV

---

Molecular formula: C12H43BO13
Method: DFT, ωB97M-V/def2-TZVPD

The geometry in XYZ format:
```
69
Properties=species:S:1:pos:R:3:lowdin_charge:R:1
O -17.59 -7.62 16.84 -0.09
H -17.39 -6.70 17.02 -0.06
H -17.28 -7.77 15.94 0.06
H -18.54 -7.77 16.93 0.08
B -17.78 -5.73 17.62 -0.33
H -17.03 -5.63 16.85 0.12
H -18.74 -5.89 17.14 0.04
H -17.51 -6.54 18.29 0.07
H -17.83 -4.82 18.19 0.11
C -17.39 -9.47 14.27 -0.14
C -16.57 -10.67 14.93 -0.20
O -17.53 -11.45 15.54 -0.10
O -18.22 -8.62 15.03 -0.21
H -18.09 -9.81 13.51 0.12
H -16.69 -8.90 13.67 0.11
H -15.83 -10.45 15.69 0.11
H -16.08 -11.24 14.14 0.12
H -17.79 -10.99 16.35 -0.09
H -19.12 -8.68 14.69 0.12
C -13.49 -6.65 16.22 -0.18
C -14.65 -7.49 16.88 -0.15
O -15.75 -7.63 15.98 -0.04
O -13.93 -5.33 15.91 -0.05
H -13.25 -7.23 15.33 0.11
H -12.69 -6.62 16.95 0.13
H -15.05 -6.96 17.75 0.07
H -14.25 -8.41 17.30 0.13
H -15.89 -6.74 15.67 0.10
H -14.85 -5.18 15.72 0.07
C -15.97 -4.30 19.07 -0.16
C -15.49 -5.69 19.45 -0.20
O -16.58 -6.53 19.68 -0.06
O -16.11 -4.18 17.64 -0.08
H -15.27 -3.63 19.55 0.12
H -16.88 -4.05 19.61 0.13
H -14.88 -5.58 20.35 0.16
H -14.89 -6.21 18.70 0.11
H -17.18 -6.50 18.93 -0.07
H -16.94 -4.66 17.63 -0.11
C -15.53 -8.62 20.51 -0.10
C -16.24 -9.06 19.18 -0.14
O -16.78 -7.94 18.40 -0.19
O -14.43 -7.72 20.02 -0.08
H -15.17 -9.53 21.00 0.12
H -16.26 -8.11 21.14 0.12
H -17.04 -9.80 19.20 0.11
H -15.48 -9.57 18.59 0.13
H -17.11 -7.30 19.03 -0.11
H -14.98 -6.97 19.78 -0.07
C -18.70 -10.05 17.83 -0.12
C -19.73 -9.81 16.70 -0.14
O -19.88 -8.44 16.55 -0.09
O -17.40 -10.30 17.34 -0.10
H -18.89 -10.95 18.41 0.14
H -18.63 -9.27 18.59 0.13
H -20.69 -10.21 17.04 0.14
H -19.43 -10.31 15.78 0.13
H -20.81 -8.20 16.51 0.14
H -16.80 -9.71 17.79 0.04
C -20.43 -6.38 14.57 -0.20
C -19.31 -6.10 15.53 -0.19
O -18.29 -7.04 15.21 -0.20
O -20.15 -5.92 13.23 -0.05
H -21.39 -5.93 14.85 0.13
H -20.69 -7.43 14.41 0.11
H -19.58 -6.32 16.57 0.10
H -18.99 -5.07 15.40 0.15
H -17.97 -6.91 14.31 0.16
H -20.06 -6.66 12.63 0.08
```

HOMO: -7.4 eV
strongest force on any atom: 19.58 eV/A
gap between HOMO and LUMO: 7.273 eV
LUMO energy: -0.00442 Eh
relative energy (zero: lowest compared OMol25 entry of this formula, charge and spin): 795.24 kcal/mol
electronic energy: -40394.77805 eV

---

Molecular formula: C12H43HgN4O14
Method: DFT, ωB97M-V/def2-TZVPD

The geometry in XYZ format:
```
74
Properties=species:S:1:pos:R:3:lowdin_charge:R:1
Hg -1.78 2.74 3.17 1.38
C 0.46 0.56 -0.31 -0.04
C -0.09 1.76 0.47 -0.37
O -0.45 1.56 1.80 -0.40
H 1.54 0.45 -0.16 0.09
H 0.34 0.61 -1.39 0.08
H 0.06 -0.39 0.05 0.05
H -0.88 2.07 -0.24 0.09
H 0.60 2.61 0.38 0.10
C 3.35 -2.33 0.30 -0.24
C 2.79 -2.93 -0.99 -0.23
O 2.55 -2.00 -2.05 -0.07
O 4.01 -3.32 1.09 -0.07
H 2.52 -2.00 0.93 0.09
H 4.06 -1.52 0.13 0.12
H 1.99 -3.67 -0.93 0.10
H 3.67 -3.49 -1.35 0.12
H 3.34 -1.86 -2.56 0.08
H 4.71 -3.73 0.57 0.08
C -4.61 0.52 -2.18 -0.21
C -3.97 1.02 -3.46 -0.22
O -2.59 0.75 -3.56 -0.09
O -3.89 0.86 -1.00 -0.08
H -4.79 -0.56 -2.18 0.13
H -5.62 0.89 -2.04 0.13
H -4.19 2.08 -3.61 0.12
H -4.52 0.46 -4.22 0.13
H -2.21 0.98 -4.42 0.11
H -2.97 0.61 -1.09 0.06
C 4.15 1.90 3.85 -0.25
C 2.85 1.53 3.20 -0.23
O 2.33 2.67 2.47 -0.10
O 5.16 2.04 2.86 -0.05
H 4.45 1.18 4.61 0.12
H 3.98 2.81 4.43 0.12
H 2.08 1.35 3.97 0.11
H 2.86 0.68 2.52 0.11
H 1.47 2.37 2.16 0.00
H 5.07 2.93 2.52 0.08
C 0.43 3.91 -2.91 -0.21
C -0.76 3.04 -3.26 -0.26
O -1.82 3.86 -3.75 -0.04
O 0.08 4.57 -1.68 -0.08
H 0.66 4.65 -3.68 0.12
H 1.36 3.36 -2.73 0.12
H -1.10 2.55 -2.35 0.09
H -0.48 2.24 -3.94 0.12
H -2.21 4.22 -2.95 0.09
H 0.89 4.96 -1.33 0.09
C 0.08 -1.42 3.95 -0.65
O -0.14 -0.59 4.83 0.00
N 0.47 -1.08 2.68 0.17
N 0.23 -2.74 4.27 0.17
H 0.11 -0.19 2.41 0.04
H 0.34 -1.92 2.11 0.05
H -0.02 -3.03 5.19 0.11
H 0.65 -3.35 3.59 0.10
C -0.72 -3.94 -0.24 -0.64
O -0.48 -2.88 0.36 -0.03
N -0.09 -5.09 0.12 0.17
N -1.56 -4.00 -1.30 0.17
H 0.53 -5.09 0.91 0.10
H -0.28 -5.97 -0.32 0.11
H -1.54 -3.16 -1.88 0.05
H -1.91 -4.87 -1.67 0.11
O -3.45 2.18 1.61 -0.13
H -3.99 1.38 1.57 0.08
H -3.17 2.33 0.69 0.05
O -2.38 -0.78 1.16 -0.05
H -1.70 -1.46 1.11 0.00
H -1.92 0.04 1.38 -0.03
O -1.34 -1.68 -2.69 -0.04
H -1.95 -0.96 -2.90 0.02
H -0.70 -1.29 -2.09 0.03
```

HOMO: -12.1 eV
strongest force on any atom: 3.03 eV/A
gap between HOMO and LUMO: 4.404 eV
LUMO energy: -0.28197 Eh
relative energy (zero: lowest compared OMol25 entry of this formula, charge and spin): 0.00 kcal/mol
total charge: +1
electronic energy: -51931.69286 eV

---

Molecular formula: C12H43N3O8
Method: DFT, ωB97M-V/def2-TZVPD

The geometry in XYZ format:
```
66
Properties=species:S:1:pos:R:3:lowdin_charge:R:1
O 10.47 -13.43 -7.36 -0.21
H 9.60 -13.72 -7.64 -0.07
H 10.99 -14.23 -7.31 -0.20
O 10.78 -11.20 -6.84 -0.08
H 11.55 -11.62 -6.44 0.04
H 10.23 -11.92 -7.12 -0.07
O 11.93 -14.43 -5.05 -0.05
H 11.27 -14.90 -5.57 -0.01
H 11.43 -14.01 -4.36 -0.06
O 8.50 -13.87 -8.45 -0.21
H 8.20 -14.51 -7.80 0.07
H 7.76 -13.76 -9.04 0.13
O 11.35 -15.28 -7.19 0.07
H 12.29 -15.42 -7.14 0.14
H 11.00 -16.11 -7.51 0.14
C 8.16 -8.28 -11.22 -0.06
C 9.45 -9.14 -10.93 -0.38
C 9.01 -10.50 -10.38 -0.22
O 10.05 -11.39 -10.10 -0.11
C 9.62 -12.34 -9.20 -0.21
N 10.22 -9.24 -12.22 0.03
H 7.49 -8.87 -11.84 0.07
H 8.37 -7.35 -11.75 0.07
H 7.73 -8.09 -10.24 0.07
H 10.08 -8.65 -10.19 0.14
H 8.38 -11.01 -11.11 0.13
H 8.42 -10.31 -9.49 0.13
H 9.21 -12.03 -8.24 0.09
H 10.26 -13.21 -9.02 0.07
H 8.71 -12.74 -9.65 0.08
H 9.74 -9.90 -12.82 0.06
H 11.05 -9.77 -12.04 0.05
C 13.84 -15.87 -11.79 -0.09
C 13.37 -14.47 -11.77 -0.41
C 12.21 -14.36 -10.69 -0.14
O 11.06 -15.21 -10.99 -0.17
C 9.93 -14.99 -10.16 -0.12
N 14.59 -13.71 -11.43 0.03
H 14.87 -16.02 -12.13 0.08
H 13.18 -16.40 -12.48 0.08
H 13.86 -16.31 -10.79 0.08
H 12.99 -14.06 -12.70 0.14
H 11.84 -13.33 -10.63 0.11
H 12.43 -14.55 -9.64 0.11
H 9.42 -14.05 -10.36 0.07
H 10.13 -14.91 -9.09 0.06
H 9.26 -15.84 -10.33 0.11
H 14.36 -12.73 -11.32 0.06
H 14.79 -13.88 -10.45 0.07
C 8.63 -12.90 -5.77 -0.05
C 8.82 -14.35 -5.43 -0.37
C 9.09 -14.58 -3.91 -0.12
O 10.35 -14.03 -3.50 -0.24
C 11.03 -14.75 -2.44 -0.04
N 7.63 -15.02 -5.99 0.05
H 8.44 -12.76 -6.83 0.07
H 9.47 -12.22 -5.58 0.09
H 7.76 -12.50 -5.25 0.10
H 9.64 -14.76 -6.02 0.10
H 9.19 -15.61 -3.57 0.12
H 8.37 -14.05 -3.29 0.13
H 11.72 -14.08 -1.91 0.11
H 11.46 -15.64 -2.90 0.09
H 10.34 -15.19 -1.73 0.09
H 7.61 -15.96 -5.63 0.08
H 6.80 -14.64 -5.55 0.09
```

HOMO: -8.8 eV
strongest force on any atom: 9.09 eV/A
gap between HOMO and LUMO: 8.676 eV
LUMO energy: -0.00514 Eh
relative energy (zero: lowest compared OMol25 entry of this formula, charge and spin): 265.98 kcal/mol
electronic energy: -33980.17879 eV

---

Molecular formula: C12H44B2InO12
Method: DFT, ωB97M-V/def2-TZVPD

The geometry in XYZ format:
```
71
Properties=species:S:1:pos:R:3:lowdin_charge:R:1
In -19.58 -15.77 -13.76 1.34
B -17.00 -17.55 -14.88 -0.32
H -17.37 -18.68 -14.87 0.03
H -16.89 -17.05 -13.80 0.03
H -15.88 -17.72 -15.30 0.05
H -17.79 -16.92 -15.52 -0.03
B -17.75 -13.83 -15.32 -0.23
H -17.39 -15.05 -15.36 0.09
H -18.01 -13.60 -16.47 0.06
H -18.69 -13.60 -14.61 -0.06
H -16.80 -13.22 -14.96 0.04
C -16.75 -15.48 -19.79 -0.25
C -16.53 -16.59 -18.75 -0.24
O -16.28 -16.08 -17.47 -0.04
O -15.67 -14.57 -19.86 -0.02
H -17.58 -14.85 -19.43 0.11
H -17.12 -15.98 -20.69 0.12
H -15.66 -17.16 -19.07 0.12
H -17.46 -17.17 -18.84 0.12
H -16.79 -16.60 -16.84 -0.01
H -15.05 -14.94 -20.49 0.10
C -19.44 -19.82 -13.13 -0.20
C -18.43 -19.29 -12.10 -0.23
O -18.82 -18.03 -11.56 -0.12
O -19.73 -18.91 -14.19 -0.12
H -20.32 -19.95 -12.51 0.13
H -18.97 -20.70 -13.58 0.13
H -17.38 -19.22 -12.39 0.11
H -18.49 -20.05 -11.31 0.13
H -18.68 -18.05 -10.61 0.09
H -18.99 -18.93 -14.80 0.01
C -14.04 -14.99 -14.12 -0.23
C -12.73 -14.68 -14.79 -0.23
O -12.89 -13.50 -15.59 -0.05
O -15.05 -15.27 -15.03 -0.03
H -14.26 -14.11 -13.49 0.13
H -13.86 -15.83 -13.44 0.14
H -12.34 -15.47 -15.45 0.12
H -12.00 -14.45 -14.01 0.12
H -12.03 -13.09 -15.64 0.09
H -15.59 -16.01 -14.75 -0.01
C -20.31 -15.77 -17.47 -0.19
C -21.44 -14.94 -16.93 -0.20
O -20.95 -14.23 -15.78 -0.16
O -19.95 -16.67 -16.42 -0.16
H -19.40 -15.23 -17.70 0.11
H -20.79 -16.32 -18.28 0.14
H -22.26 -15.61 -16.66 0.13
H -21.83 -14.19 -17.61 0.14
H -21.16 -13.30 -15.91 0.10
H -19.73 -17.56 -16.73 0.10
C -13.74 -18.96 -16.94 -0.25
C -15.03 -19.70 -17.03 -0.24
O -14.94 -20.88 -17.89 -0.08
O -13.23 -18.60 -18.21 -0.04
H -13.00 -19.64 -16.50 0.13
H -13.84 -18.23 -16.13 0.11
H -15.92 -19.22 -17.43 0.11
H -15.34 -20.14 -16.07 0.12
H -15.64 -20.80 -18.54 0.08
H -13.62 -19.26 -18.80 0.08
C -18.03 -14.65 -10.34 -0.21
C -16.81 -14.96 -11.20 -0.23
O -17.01 -14.88 -12.59 -0.14
O -19.22 -15.27 -10.82 -0.13
H -18.15 -13.57 -10.20 0.13
H -17.78 -15.09 -9.37 0.13
H -16.53 -15.99 -10.97 0.12
H -15.92 -14.45 -10.83 0.14
H -16.87 -13.99 -12.93 0.07
H -19.66 -15.63 -10.04 0.10
```

HOMO: -11.8 eV
strongest force on any atom: 2.49 eV/A
gap between HOMO and LUMO: 3.621 eV
LUMO energy: -0.29992 Eh
relative energy (zero: lowest compared OMol25 entry of this formula, charge and spin): 0.00 kcal/mol
total charge: +1
electronic energy: -44235.11598 eV